[1]
18
Properties=species:S:1:pos:R:3:forces:R:3:mulliken_charge:R:1 method="wB97M-V/def2-TZVPD" total_charge=+1 gap_ev=9.02 spin_multiplicity=1
C -1.88256 1.08709 1.66169 -0.1 0.0 0.1 -0.78
N -0.68761 0.63239 0.94437 0.0 0.1 0.2 0.15
C 0.62323 0.76997 1.37125 -0.2 0.1 0.1 -0.11
I 1.20808 1.67014 3.10472 0.0 0.1 0.2 0.31
C 1.40797 0.18546 0.43419 0.0 -0.2 -0.3 -0.41
I 3.44385 0.06841 0.38991 0.2 0.0 0.0 0.36
N 0.57220 -0.31129 -0.55326 -0.3 0.1 -0.1 0.12
P 1.12555 -1.22772 -1.98397 0.5 -0.7 -0.2 0.38
N 2.02095 -2.44849 -1.76458 -0.4 0.6 0.4 -0.58
C -0.70269 -0.01293 -0.22200 0.2 0.0 0.1 0.13
S -2.15384 -0.43394 -1.09302 -0.2 -0.2 0.0 -0.19
H -1.56663 1.76757 2.45002 0.0 -0.1 -0.1 0.26
H -2.39220 0.22870 2.10239 0.0 0.1 -0.1 0.35
H -2.54628 1.60447 0.97075 0.1 -0.1 0.1 0.32
H -0.12346 -1.45837 -2.55435 -0.1 0.2 -0.1 0.06
H 1.64738 -0.16564 -2.73227 0.0 0.1 0.0 0.14
H 2.27542 -2.71130 -0.82241 0.2 -0.3 -0.2 0.27
H -2.26933 0.75549 -1.70345 0.0 0.1 -0.1 0.23



[2]
23
Properties=species:S:1:pos:R:3:forces:R:3:mulliken_charge:R:1 method="wB97M-V/def2-TZVPD" smiles=CN(CCN)CCN gap_ev=8.51 spin_multiplicity=1
C -0.14697 1.05104 1.82838 0.9 0.0 -0.3 -0.94
N -0.53304 -0.12953 1.08833 -0.5 0.6 0.1 0.10
C -1.55036 0.05151 0.08881 0.7 0.2 -1.2 -0.83
C -1.09827 0.47310 -1.34532 -0.7 0.6 0.0 -0.23
N -2.26390 0.87491 -2.12709 -0.5 -0.5 0.2 -0.53
C 0.49690 -1.10815 0.90830 0.2 -0.3 -0.2 -1.02
C 1.61213 -0.84087 -0.15201 -0.9 0.3 -0.1 -0.30
N 2.93656 -0.88813 0.43820 0.0 0.0 0.1 -0.58
H 0.82538 1.48754 1.52342 -0.1 -0.3 -0.1 0.30
H -0.03444 0.78788 2.88525 -0.2 0.3 0.0 0.29
H -0.84463 1.86244 1.64742 -0.4 -0.1 0.4 0.34
H -2.07571 -0.88351 -0.08018 -0.4 -0.2 0.3 0.22
H -2.25633 0.82848 0.37478 -0.1 -0.2 0.4 0.40
H -0.36586 1.27717 -1.34872 0.1 0.1 0.3 0.32
H -0.64933 -0.36990 -1.83552 0.5 -0.5 -0.2 0.21
H -2.55407 0.20757 -2.81907 0.0 0.1 -0.1 0.18
H -2.38499 1.81752 -2.44540 0.4 0.1 0.1 0.18
H 0.03329 -2.08198 0.72613 -0.1 0.0 -0.1 0.32
H 1.03753 -1.19283 1.84513 0.0 -0.1 0.3 0.52
H 1.48616 -1.52768 -0.98538 0.2 -0.4 -0.1 0.31
H 1.41080 0.11973 -0.62817 0.2 0.2 0.3 0.29
H 3.48935 -0.07996 0.20428 0.2 -0.1 -0.1 0.21
H 3.42978 -1.73635 0.20844 0.2 0.1 -0.1 0.21



[3]
15
Properties=species:S:1:pos:R:3:forces:R:3:mulliken_charge:R:1 method="wB97M-V/def2-TZVPD" smiles="CCOC(=O)O/[N+]([O-])=N/Cl" gap_ev=10.83 spin_multiplicity=1
C -0.32104 0.10554 0.73455 -0.7 -1.7 1.9 -0.86
C 0.32787 -0.30419 -0.58350 2.3 1.9 -0.7 -0.38
O -0.23788 -1.57340 -1.05163 -1.3 4.2 2.2 -0.25
C 0.52946 -2.44960 -1.54362 1.3 -0.5 -1.1 0.76
O 1.70424 -2.41153 -1.74611 0.0 -0.5 0.1 -0.53
O -0.24245 -3.49302 -1.90835 -1.1 -1.8 -1.0 -0.36
N -1.72162 -3.28303 -1.76461 0.7 0.2 -1.1 1.20
O -2.33344 -2.71224 -2.61308 0.7 0.6 -0.6 -0.59
N -2.09236 -3.87471 -0.75913 0.4 -0.8 2.1 -0.39
Cl -3.72101 -3.59384 -0.42345 -0.3 -0.1 -0.1 -0.02
H -1.39685 0.20881 0.44881 0.7 0.2 0.8 0.24
H -0.25914 -0.84128 1.43180 -0.2 1.8 -1.1 0.24
H 0.03256 0.99998 1.41030 -0.3 -1.6 -2.1 0.31
H 1.45442 -0.32318 -0.61897 -1.1 -0.8 0.7 0.34
H 0.21220 0.52109 -1.33253 -0.8 -1.0 0.2 0.28



[4]
20
Properties=species:S:1:pos:R:3:forces:R:3:lowdin_spin:R:1 method="wB97M-V/def2-TZVPD" total_charge=+1 gap_ev="6.72 / 6.71" spin_multiplicity=5 s_squared=6.024
O 0.74957 -2.58824 0.77005 1.9 1.4 -1.2 0.23
C 1.81717 -2.07599 0.28118 -1.3 -3.6 1.3 0.12
C 1.92647 -0.80465 -0.28011 -2.1 2.6 0.3 0.50
O 0.64549 -0.23389 -0.49707 1.3 -1.7 -0.1 0.16
C 0.33768 1.05297 -0.01766 0.1 1.5 0.4 0.03
C -1.15048 1.25360 -0.17672 -0.2 0.2 -0.3 0.00
O -1.80507 0.17833 0.47732 0.7 -0.5 0.1 0.00
C -3.21509 0.27874 0.47027 -0.8 0.1 0.0 0.00
Li -0.69205 -1.45602 0.31634 -0.3 0.1 0.1 0.01
H 2.74667 -2.68108 0.31050 -0.4 0.3 0.1 0.01
H 0.85963 1.84098 -0.58610 0.0 -0.3 0.2 0.01
H 0.60995 1.12661 1.04995 0.0 0.0 -0.3 0.02
H -1.43115 1.26292 -1.24329 0.1 0.0 0.2 0.00
H -1.45000 2.21347 0.27334 0.1 -0.2 -0.1 0.00
H -3.61140 -0.58427 1.01686 0.1 0.3 -0.1 0.00
H -3.53434 1.20777 0.96696 0.1 -0.3 -0.1 0.00
H -3.60093 0.26605 -0.56142 0.1 0.0 0.3 0.00
Ir 3.54550 0.20326 0.41666 -1.3 0.3 3.7 2.20
O 4.16052 0.09867 -1.26628 -1.9 -2.3 -5.5 0.68
H 3.09187 -0.55922 -1.72077 3.8 2.2 1.3 0.04



[5]
8
Properties=species:S:1:pos:R:3:forces:R:3:mulliken_charge:R:1 method="wB97M-V/def2-TZVPD" smiles=CN(Cl)C#N gap_ev=10.24 spin_multiplicity=1
C -0.90314 0.23330 -0.13350 -0.9 1.9 -0.1 -0.67
N 0.33741 0.19229 0.56719 3.3 -1.2 -0.9 -0.18
Cl 1.36177 1.53800 -0.03099 -0.1 -0.4 0.4 -0.09
C 1.06574 -0.97101 0.28976 0.3 0.3 0.3 0.41
N 1.72710 -1.89992 0.08530 -0.8 0.7 0.2 -0.38
H -1.02930 1.32978 -0.18007 -1.2 -0.7 0.1 0.26
H -1.01578 -0.14613 -1.14040 0.7 -0.4 -0.2 0.31
H -1.54380 -0.27633 0.54270 -1.3 -0.2 0.3 0.34



[6]
40
Properties=species:S:1:pos:R:3:forces:R:3:mulliken_charge:R:1 method="wB97M-V/def2-TZVPD" total_charge=-1 gap_ev=6.53 spin_multiplicity=1
C 2.32141 0.52295 -0.61399 -0.3 -0.4 -0.3 -0.65
C 2.21596 -0.13607 0.76009 0.2 -0.1 0.2 -0.32
O 1.33959 0.71834 1.49986 0.1 -0.9 0.3 -0.41
C 1.21013 1.91095 0.78943 1.2 0.5 -2.3 0.30
O 0.55653 2.83405 1.26062 0.0 -0.2 0.3 -0.71
N 1.89570 1.86101 -0.38889 -1.0 0.9 1.2 -0.04
H 3.33737 0.47224 -1.03934 -0.1 -0.1 0.1 0.29
H 1.63707 0.00220 -1.32115 0.3 0.0 0.0 0.19
H 1.82794 -1.16339 0.73312 -0.1 0.3 0.1 0.27
H 3.20593 -0.18059 1.22972 -0.1 0.2 0.3 0.20
C -3.23578 3.41194 -2.26321 0.0 -0.5 0.2 -1.60
C -2.66172 4.78721 -2.56342 0.1 -0.1 0.0 1.81
C -2.68073 5.04758 -4.06240 0.2 0.1 -0.5 -1.67
C -3.47691 5.86266 -1.86883 0.1 0.3 0.4 -1.73
O -1.31707 4.96502 -1.99333 -0.2 -0.6 -0.8 -0.42
C -0.29556 4.17022 -2.43262 -0.2 -0.6 -0.5 0.63
N 0.87075 4.62567 -1.82221 0.2 0.8 0.8 -0.33
C 1.97670 4.03562 -2.02290 0.1 -1.3 -0.8 -0.09
C 3.25818 4.40454 -1.36823 0.2 0.5 -0.1 0.71
C 4.45040 4.36880 -2.12399 -0.7 0.0 0.6 -0.40
C 5.66138 4.72388 -1.53254 -0.1 0.1 0.2 -0.46
C 5.69656 5.11864 -0.18747 -0.2 -0.2 -0.1 -0.39
C 4.51107 5.14817 0.56021 -0.2 -0.1 -0.4 -0.51
C 3.28723 4.81220 -0.02851 0.2 0.1 -0.2 -0.47
O -0.41841 3.24048 -3.21870 0.0 1.0 0.7 -0.65
H -3.28074 3.23650 -1.17907 0.1 0.0 -0.3 0.37
H -4.25817 3.35107 -2.66627 0.2 0.1 0.1 0.42
H -2.63836 2.61759 -2.72693 -0.1 0.3 0.2 0.35
H -2.29617 6.05533 -4.27573 0.0 -0.3 0.0 0.37
H -2.08699 4.30579 -4.61054 -0.1 0.2 0.2 0.35
H -3.71608 4.99569 -4.43174 0.2 0.0 0.2 0.44
H -3.03682 6.84497 -2.06705 0.0 -0.1 0.0 0.40
H -4.51259 5.87527 -2.21738 0.1 -0.1 0.0 0.41
H -3.47002 5.70879 -0.78585 0.0 0.0 -0.1 0.40
H 2.07372 3.21579 -2.77043 -0.2 0.4 0.4 0.23
H 4.38082 4.08417 -3.17585 0.2 0.0 0.3 0.35
H 6.57491 4.67880 -2.12443 -0.1 0.1 0.2 0.35
H 6.65084 5.37783 0.28247 -0.4 -0.1 -0.2 0.34
H 4.52518 5.42455 1.61090 0.1 0.0 -0.1 0.36
H 2.34582 4.85062 0.52489 0.3 -0.2 -0.1 0.35



[7]
24
Properties=species:S:1:pos:R:3:forces:R:3:mulliken_charge:R:1 method="wB97M-V/def2-TZVPD" smiles=CCCO.O.O.O.O gap_ev=10.59 spin_multiplicity=1
C 2.55477 0.85785 0.90866 -1.2 0.2 -1.0 -1.33
C 2.07496 -0.01107 -0.27435 0.8 1.4 -0.5 0.07
C 1.74913 -1.46266 -0.02467 -0.5 -0.1 0.6 -0.38
O 0.50914 -1.83735 -0.60722 -0.1 -0.8 -0.2 -0.56
H 3.54685 0.60523 1.22080 0.4 -0.3 0.6 0.37
H 2.59442 1.88498 0.49660 0.0 -0.3 0.5 0.33
H 1.79122 0.81194 1.70076 0.6 0.1 0.1 0.34
H 2.85382 0.13445 -1.05121 -0.6 -0.3 0.0 0.28
H 1.15285 0.48132 -0.61072 0.2 -0.2 -0.2 0.02
H 1.78521 -1.59475 1.06937 -0.3 -0.4 -0.2 0.31
H 2.42405 -2.18018 -0.48530 0.4 0.2 0.1 0.24
H -0.29342 -1.43742 -0.24585 0.5 0.2 0.6 0.29
O -0.43209 -0.36039 -2.58588 0.4 -0.7 -0.1 -0.65
H 0.25392 0.30714 -2.56566 0.0 0.4 -0.1 0.28
H 0.07071 -1.14615 -2.25484 -0.7 0.6 -0.1 0.39
O -4.03707 0.54811 -0.88653 -0.2 -0.3 0.3 -0.65
H -4.94556 0.30929 -0.63486 0.5 0.1 -0.1 0.32
H -3.49814 -0.23051 -0.66871 -0.3 0.3 -0.1 0.33
O -1.88323 1.80154 0.89631 0.1 0.6 -0.4 -0.65
H -1.33878 2.58539 0.72921 0.1 -0.3 0.3 0.30
H -2.56181 1.88707 0.20857 -0.2 -0.5 0.1 0.33
O -1.53611 -1.02387 1.67582 0.4 1.0 0.6 -0.61
H -1.34508 -0.83276 2.61075 -0.1 -0.8 -0.2 0.32
H -1.48978 -0.09718 1.37895 -0.3 0.0 -0.6 0.33



[8]
10
Properties=species:S:1:pos:R:3:forces:R:3:mulliken_charge:R:1 method="wB97M-V/def2-TZVPD" smiles="C1=CONC1" gap_ev=9.46 spin_multiplicity=1
C 0.40436 -0.33474 -0.82963 0.4 -0.4 0.0 -0.44
C 1.32175 -0.19723 0.12866 -0.5 -0.2 -0.8 -0.15
O 0.88215 0.42468 1.23739 -1.7 0.3 -0.5 -0.33
N -0.53238 0.97118 0.73516 1.3 -0.5 0.9 -0.37
C -0.94545 -0.01783 -0.25963 0.3 0.1 -0.2 -0.18
H 0.59574 -0.54425 -1.86138 0.0 -0.6 -0.2 0.35
H 2.31763 -0.61882 0.10765 0.2 0.5 0.3 0.38
H -0.99827 0.82259 1.61827 -0.4 0.1 0.2 0.28
H -1.58915 0.40199 -1.03895 0.0 0.4 0.4 0.26
H -1.45638 -0.90757 0.16246 0.3 0.2 -0.1 0.19



Computed energy above the lowest of the compared OMol25 structures with the same formula, charge and spin, in the same sequence as the records: 0.0, 38.8, 19.6, 18.6, 60.2, 0.0, 17.7, 69.3 kcal per mole.